# 1
DFT (wB97M-V/def2-TZVPD) results for a 9-piece molecular cluster, C20H33Cl10FO3 overall in a non-equilibrium geometry.

Summary:
Lowest unoccupied orbital energy (alpha / beta): -4.139 / -9.110 eV
E_HOMO (alpha / beta): -11.81 / -11.81 eV
Spin multiplicity: 2
<S²>: 0.76
Net charge: +1
Energy: -5708.950789 Ha
Frontier orbital gap (alpha / beta): 7.673 / 2.700 eV

Each line ends with the Mulliken spin population.
Atoms and positions in Å:
Cl  3.163  1.231  -2.869  0.01
Cl  4.803  2.450  3.168  0.00
Cl  1.761  2.549  7.057  0.00
Cl  0.111  -5.245  -3.083  0.00
Cl  -0.948  2.179  5.705  0.00
Cl  5.376  0.122  -1.309  0.00
Cl  3.970  3.279  0.505  0.00
Cl  -0.679  -4.873  -0.364  0.00
Cl  1.834  -1.529  7.662  0.00
Cl  2.191  -3.959  5.923  0.00
F  2.197  0.553  2.797  0.00
O  -1.768  3.519  0.546  0.00
O  1.681  -1.769  -3.648  0.57
O  -2.368  -1.416  -3.078  0.00
C  0.671  -0.101  -0.524  0.07
C  2.335  -2.207  6.092  0.00
C  0.621  1.380  6.326  0.00
C  0.241  -0.005  -4.469  0.08
C  0.400  -0.847  2.137  0.10
C  3.617  3.342  2.253  0.00
C  1.535  0.462  0.451  0.07
C  -2.722  3.002  1.075  0.00
C  0.778  -1.430  -4.465  -0.04
C  1.374  0.044  1.784  -0.02
C  -2.534  1.630  1.670  0.00
C  -2.679  0.635  -1.917  0.00
C  -4.034  -0.105  -4.035  0.00
C  0.460  -4.353  -1.633  0.01
C  -2.869  -0.319  -3.073  0.00
C  3.872  -0.246  -2.296  0.00
C  -0.478  -1.327  1.123  0.02
C  -0.338  -1.005  -0.167  0.00
C  0.237  -2.471  -5.456  0.09
C  -4.080  3.645  1.245  0.00
H  3.363  -1.856  6.007  0.00
H  -4.638  3.259  2.097  0.00
H  -4.571  0.837  -3.927  0.00
H  -1.560  1.280  1.327  0.00
H  3.756  4.362  2.609  0.00
H  -4.592  3.538  0.288  0.00
H  0.296  0.632  7.049  0.00
H  0.357  -1.038  3.200  0.01
H  -0.971  -1.447  -0.922  0.01
H  -4.696  -0.922  -3.746  0.00
H  1.025  -3.208  -5.608  0.00
H  -0.560  -2.946  -4.884  0.00
H  -0.812  0.048  -4.749  0.00
H  -2.903  -0.043  -1.094  0.00
H  0.769  0.609  -5.198  0.00
H  2.595  3.016  2.448  0.00
H  -3.938  4.714  1.404  0.00
H  -3.406  1.440  -1.819  0.00
H  2.184  1.252  0.105  0.00
H  -1.289  -2.008  1.335  0.00
H  3.113  -0.827  -1.772  0.00
H  4.165  -0.903  -3.115  0.00
H  -2.350  1.820  2.728  0.00
H  0.666  0.196  -1.562  0.01
H  1.486  -4.559  -1.328  0.00
H  -0.057  -1.921  -6.350  0.00
H  -3.415  1.056  1.384  0.00
H  0.343  0.191  -3.402  0.00
H  1.158  0.882  5.519  0.00
H  0.490  -3.265  -1.686  -0.01
H  -3.735  -0.300  -5.065  0.00
H  1.738  -1.828  5.262  0.00
H  -1.737  1.125  -1.670  0.00

---

# 2
DFT (wB97M-V/def2-TZVPD) results for an isolated molecule of C4H6O2S in a non-equilibrium geometry.

Summary:
Lowest unoccupied orbital energy: 0.517 eV
ΔE to the lowest compared entry with this formula, charge and spin: 22.8 kcal/mol
E_HOMO: -9.40 eV
Energy: -704.643208 Ha
SMILES: O=C1[C@H](S)C[C@@H]1O
Frontier orbital gap: 9.920 eV

Each line ends with the natural charge from an NBO analysis.
Atoms and positions in Å:
S  -1.735  0.164  1.429  -0.02
O  -0.799  -0.588  -1.552  -0.51
O  1.973  0.617  -1.679  -0.68
C  0.010  -0.566  -0.669  0.57
C  1.468  -0.128  -0.631  0.00
C  1.089  0.524  0.746  -0.43
C  -0.130  -0.432  0.849  -0.47
H  2.132  -0.959  -0.475  0.20
H  -2.347  -0.016  0.229  0.15
H  1.245  1.101  -2.061  0.48
H  0.737  1.580  0.628  0.23
H  0.150  -1.404  1.345  0.25
H  1.827  0.452  1.546  0.23

---

# 3
DFT (wB97M-V/def2-TZVPD) results for C5H9Cl2CoO4 as an isolated structure.

Summary:
Lowest unoccupied orbital energy (alpha / beta): 3.042 / 3.036 eV
ΔE to the lowest compared entry with this formula, charge and spin: 0.0 kcal/mol
E_HOMO (alpha / beta): -3.37 / -4.07 eV
Spin multiplicity: 4
<S²>: 3.76
Net charge: -1
Energy: -2800.070702 Ha
Frontier orbital gap (alpha / beta): 6.410 / 7.104 eV

Each line ends with the Mulliken spin population.
Atoms and positions in Å:
Co  -0.115  0.318  0.312  2.73
Cl  3.357  1.174  -0.958  0.00
Cl  0.604  0.876  -2.005  0.03
O  0.783  -1.394  0.913  0.03
O  1.630  -2.245  -0.999  0.00
O  0.395  1.868  1.206  0.11
O  -3.003  0.526  0.400  -0.01
C  2.326  0.408  -2.161  0.00
C  1.380  -2.270  0.212  0.01
C  -0.368  2.742  1.968  0.01
C  -2.414  -1.661  -0.248  0.05
C  -2.064  -0.223  0.140  0.05
H  2.647  0.733  -3.143  0.00
H  -3.497  -1.794  -0.322  -0.01
H  -0.488  3.721  1.479  0.00
H  0.099  2.939  2.947  0.00
H  -1.927  -1.924  -1.193  0.00
H  2.351  -0.663  -2.007  0.00
H  1.685  -3.167  0.781  0.00
H  -1.998  -2.331  0.512  0.00
H  -1.382  2.367  2.167  0.00

---

# 4
DFT (wB97M-V/def2-TZVPD) results for an isolated molecule of C5H7NOS in a non-equilibrium geometry.

Summary:
Lowest unoccupied orbital energy: 0.263 eV
ΔE to the lowest compared entry with this formula, charge and spin: 67.4 kcal/mol
E_HOMO: -9.28 eV
Energy: -722.810685 Ha
SMILES: C=C/C(S)=N/CC=O
Frontier orbital gap: 9.541 eV

Each line ends with the natural charge from an NBO analysis.
Atoms and positions in Å:
S  -1.117  1.744  -0.437  -0.03
O  3.141  -0.661  -0.836  -0.50
N  0.632  -0.191  0.371  -0.41
C  -0.537  0.109  0.031  0.13
C  1.666  0.740  0.550  -0.34
C  -2.712  -1.079  -0.472  -0.35
C  3.012  0.254  -0.086  0.44
C  -1.466  -0.977  0.058  -0.25
H  -2.369  1.497  -0.480  0.13
H  2.024  0.408  1.649  0.23
H  -0.904  -1.885  0.313  0.24
H  -3.405  -0.346  -0.879  0.20
H  -3.215  -2.085  -0.418  0.21
H  3.930  0.786  0.252  0.11
H  1.321  1.687  0.383  0.21

---

# 5
DFT (wB97M-V/def2-TZVPD) results for a 12-piece molecular cluster, C7H37NO11 overall in a non-equilibrium geometry.

Summary:
Lowest unoccupied orbital energy: 0.105 eV
ΔE to the lowest compared entry with this formula, charge and spin: 56.7 kcal/mol
E_HOMO: -8.86 eV
Energy: -1171.277529 Ha
SMILES: C=CCCC[C@H](C)N.O.O.O.O.O.O.O.O.O.O.O
Frontier orbital gap: 8.963 eV

Each line ends with the natural charge from an NBO analysis.
Atoms and positions in Å:
O  1.686  1.630  -2.597  -0.99
O  2.896  -1.567  0.391  -1.01
O  -3.153  -1.513  -2.299  -0.96
O  -1.910  2.686  -2.868  -0.94
O  -0.784  0.051  -2.566  -0.99
O  1.487  -1.249  -1.907  -1.00
O  2.280  2.639  2.299  -0.98
O  1.661  -2.131  3.244  -0.97
O  -0.479  -2.845  -3.070  -0.99
O  2.571  1.299  -0.128  -0.98
O  3.674  -0.281  2.636  -1.00
N  -0.367  -1.600  0.445  -0.88
C  -0.178  2.676  0.067  -0.46
C  -2.473  0.867  1.947  -0.38
C  -1.692  -1.389  1.030  -0.05
C  -2.493  -2.596  1.496  -0.63
C  -2.377  1.682  0.606  -0.46
C  -1.342  2.717  0.723  -0.16
C  -1.538  -0.294  2.091  -0.40
H  1.906  -0.754  -2.628  0.50
H  -0.494  0.041  2.014  0.20
H  -1.576  3.583  1.335  0.20
H  -2.224  -1.064  0.125  0.17
H  2.396  -1.304  -0.418  0.52
H  -1.343  3.060  -3.551  0.47
H  1.738  1.879  2.531  0.49
H  -2.377  1.593  2.765  0.20
H  -1.503  -0.734  3.097  0.21
H  3.638  0.641  2.357  0.47
H  1.107  -1.721  3.916  0.46
H  -0.260  -2.378  -0.194  0.37
H  -1.625  -0.417  -2.727  0.50
H  -2.707  -1.945  -1.571  0.49
H  0.724  -0.631  -1.738  0.54
H  -1.035  0.959  -2.332  0.48
H  -3.383  2.129  0.634  0.22
H  -1.937  -3.085  2.304  0.21
H  2.286  0.539  0.393  0.49
H  -0.440  -2.628  -4.006  0.46
H  -2.830  -3.350  0.780  0.21
H  0.033  1.970  -0.726  0.20
H  0.695  3.215  0.412  0.20
H  1.769  2.494  -3.012  0.46
H  2.429  3.199  3.064  0.50
H  2.633  2.061  0.473  0.50
H  2.529  -1.712  3.395  0.50
H  2.676  -2.465  0.645  0.49
H  -1.388  2.810  -2.061  0.48
H  2.101  1.744  -1.711  0.50
H  -3.513  0.539  2.062  0.20
H  -3.466  -2.280  1.895  0.21
H  -3.111  -1.949  -3.147  0.49
H  0.274  -2.344  -2.688  0.50
H  0.416  -1.604  1.089  0.38
H  3.582  -0.747  1.766  0.51
H  -2.306  1.014  -0.251  0.22

---

M? In order: 695.01; 118.16; 262.96; 129.18; 311.37 u.